(1)
{"formula": "C2HLi3O2", "method": "ωB97M-V/def2-TZVPD", "homo_lumo_gap_ha": [0.152, 0.192], "multiplicity": 1, "total_charge": 0, "lumo_energy_ev": [-1.41, -1.46], "elements": ["O", "C", "C", "Li", "Li", "H", "Li", "O"], "coordinates": [[-2.2594, 0.2881, 0.2889], [-1.0516, -0.2201, -0.1952], [-0.0284, -0.5700, 0.6470], [1.2700, 2.8648, 0.5124], [0.9544, 0.5662, -1.5124], [-0.6367, -1.0579, 1.5264], [0.5523, -0.9625, -1.4922], [1.1995, -0.9087, 0.2251]], "forces_ev_per_a": [[5.2, -2.5, -2.3], [-4.8, 4.3, -0.3], [-0.5, -2.3, 1.5], [-0.2, -0.2, -0.1], [0.5, 3.4, 1.2], [2.2, 0.5, -0.4], [-1.5, -4.2, 0.8], [-0.8, 1.0, -0.4]]}

***

(2)
{"formula": "C6H7N3O3", "method": "ωB97M-V/def2-TZVPD", "homo_lumo_gap_ha": 0.296, "multiplicity": 1, "total_charge": 0, "lumo_energy_ev": -0.09, "elements": ["C", "C", "C", "C", "C", "C", "N", "N", "N", "O", "O", "O", "H", "H", "H", "H", "H", "H", "H"], "coordinates": [[-0.2698, 2.3070, -0.7119], [0.8798, 2.2126, -0.0297], [0.0357, 0.1474, -0.4176], [-0.1521, -2.0872, 0.6334], [-0.4995, -1.4600, -0.5137], [-0.8872, -3.2407, 1.1640], [1.0942, 0.8313, 0.1143], [-0.7545, 1.0721, -0.9433], [1.7821, 3.1408, 0.5207], [-1.7750, -3.6636, 0.3192], [-0.7456, -3.7039, 2.2569], [-1.3132, -1.6752, -1.4297], [-0.7861, 3.1921, -1.0882], [0.5283, -1.5755, 1.1933], [1.9041, 0.3026, 0.4266], [-1.6446, 0.7434, -1.4459], [1.9823, 3.8385, -0.1757], [2.6060, 2.5668, 0.5605], [-1.9848, -2.9486, -0.4332]], "forces_ev_per_a": [[-0.8, 2.8, -0.6], [0.3, -0.9, 0.2], [0.0, -1.2, -0.9], [-0.9, -0.7, -1.0], [0.4, 2.3, 0.5], [1.1, 1.5, -0.4], [-1.0, -1.0, -0.2], [-1.9, -2.7, -0.9], [-0.3, -1.1, -0.6], [-2.8, 0.3, -2.7], [0.3, -0.6, 1.0], [-0.1, 0.4, 0.0], [0.3, -0.4, 0.4], [1.6, 0.9, 1.9], [-0.2, 0.6, 0.2], [1.8, 0.8, 1.0], [0.0, 0.5, -0.1], [1.0, 0.4, 0.6], [1.0, -1.9, 1.6]]}

***

(3)
{"formula": "C49H45N2O4RuS", "method": "ωB97M-V/def2-TZVPD", "s_squared": 0.784, "homo_lumo_gap_ha": [0.112, 0.112], "multiplicity": 2, "total_charge": -2, "lumo_energy_ev": [3.99, 3.99], "elements": ["Ru", "O", "C", "C", "C", "C", "C", "C", "C", "C", "C", "O", "C", "C", "C", "C", "C", "C", "C", "C", "C", "C", "C", "C", "N", "C", "C", "C", "C", "C", "C", "C", "C", "C", "C", "C", "C", "H", "H", "H", "H", "H", "H", "H", "H", "H", "H", "H", "H", "H", "H", "H", "H", "H", "H", "H", "H", "H", "H", "H", "H", "H", "H", "H", "N", "C", "O", "C", "C", "H", "H", "H", "H", "H", "H", "O", "S", "C", "C", "C", "C", "C", "C", "C", "C", "C", "C", "C", "C", "H", "H", "H", "H", "H", "H", "H", "H", "H", "H", "C", "H", "H"], "coordinates": [[-0.4747, 0.0374, -0.6444], [0.8650, 1.6061, -0.0832], [0.4045, 2.8625, 0.1682], [-1.0068, 3.0799, -0.4627], [-2.0971, 2.2694, 0.1752], [-2.9811, 2.8440, 1.0686], [-4.1267, 2.1527, 1.4304], [-4.3351, 0.9055, 0.8711], [-3.3598, 0.3175, 0.0802], [-3.6119, -1.0107, -0.5832], [-2.8550, -2.2538, -0.0364], [-1.5655, -2.1272, -0.6794], [-3.5427, -3.4906, -0.6460], [-3.1537, -3.9773, -1.8982], [-3.7705, -5.0799, -2.4663], [-4.8215, -5.7137, -1.8149], [-5.2370, -5.2197, -0.5832], [-4.6025, -4.1325, -0.0050], [-2.8580, -2.2967, 1.4823], [-3.9365, -1.8184, 2.1779], [-4.0605, -1.8790, 3.5768], [-3.0292, -2.5059, 4.3063], [-1.9486, -3.0426, 3.6695], [-1.6983, -2.8920, 2.2117], [-2.2395, 0.9909, -0.2423], [1.4394, 3.8225, -0.4397], [2.6723, 3.9441, 0.2046], [3.6925, 4.7101, -0.3329], [3.5051, 5.3768, -1.5390], [2.2943, 5.2458, -2.2002], [1.2734, 4.4728, -1.6584], [0.2299, 3.1454, 1.6686], [0.0581, 2.0734, 2.5370], [-0.1908, 2.3024, 3.8831], [-0.2710, 3.5979, 4.3772], [-0.1119, 4.6724, 3.5104], [0.1358, 4.4450, 2.1634], [-0.9273, 2.7634, -1.5054], [-1.2694, 4.1398, -0.4016], [-2.7915, 3.8431, 1.4404], [-4.8641, 2.5900, 2.0907], [-5.2694, 0.3915, 1.0410], [-3.2996, -0.9389, -1.6300], [-4.6821, -1.2193, -0.5535], [-2.3523, -3.4768, -2.4264], [-3.4320, -5.4553, -3.4264], [-5.3070, -6.5742, -2.2604], [-6.0602, -5.7002, -0.0659], [-4.9160, -3.7815, 0.9695], [-4.7811, -1.4043, 1.6362], [-4.9434, -1.4866, 4.0724], [-3.1185, -2.6122, 5.3859], [-1.2109, -3.5934, 4.2484], [-1.3912, -3.8677, 1.7876], [2.8284, 3.4089, 1.1340], [4.6412, 4.7860, 0.1865], [4.2985, 5.9848, -1.9594], [2.1410, 5.7480, -3.1497], [0.3418, 4.3732, -2.2011], [0.0933, 1.0623, 2.1311], [-0.3436, 1.4607, 4.5489], [-0.4562, 3.7725, 5.4315], [-0.1918, 5.6882, 3.8842], [0.2581, 5.2874, 1.4892], [0.6219, -1.8930, 2.9612], [-0.3033, -1.9425, 1.8209], [-0.6634, -0.7153, 1.4467], [0.3768, -2.7964, 0.7295], [-0.5669, -3.1221, -0.4299], [0.3064, -1.1466, 3.5668], [0.6335, -2.7547, 3.4900], [0.7680, -3.7234, 1.1620], [1.2116, -2.2092, 0.3629], [-1.0578, -4.0861, -0.2766], [0.0128, -3.1877, -1.3579], [1.6120, -0.8337, -1.1408], [2.2647, 0.1968, -2.0111], [3.2326, -0.8134, -3.1470], [3.7180, -2.0481, -2.7290], [4.4438, -2.8367, -3.5986], [4.7002, -2.3999, -4.8981], [4.2099, -1.1675, -5.3115], [3.4767, -0.3763, -4.4434], [3.6663, 0.7083, -0.9974], [3.7301, 0.2984, 0.3267], [4.7662, 0.7463, 1.1286], [5.7377, 1.5993, 0.6149], [5.6568, 2.0147, -0.7095], [4.6199, 1.5764, -1.5132], [3.4906, -2.3735, -1.7201], [4.8155, -3.8030, -3.2798], [5.2580, -3.0250, -5.5836], [4.3962, -0.8324, -6.3253], [3.0718, 0.5788, -4.7589], [2.9460, -0.3409, 0.7175], [4.8115, 0.4408, 2.1667], [6.5423, 1.9535, 1.2480], [6.4030, 2.6909, -1.1110], [4.5430, 1.8987, -2.5469], [-0.4262, 0.3387, -2.5885], [-0.1884, 1.2712, -3.1243], [-0.5169, -0.5092, -3.2852]], "forces_ev_per_a": [[0.3, -1.0, -0.2], [-0.5, -0.8, -0.4], [-0.3, 0.3, -0.1], [0.5, -0.1, 0.1], [-0.1, -0.1, -0.3], [-0.3, 0.2, 0.0], [0.1, -0.2, -0.3], [-0.3, 0.4, 0.1], [0.2, 0.0, -0.3], [0.2, -0.3, 0.0], [-0.4, 0.2, 0.6], [0.5, 0.6, -0.2], [0.0, -0.2, -0.4], [0.0, 0.2, 0.1], [-0.2, -0.2, -0.1], [0.1, 0.2, 0.1], [-0.1, -0.2, -0.2], [0.1, 0.1, 0.1], [-0.3, 0.1, -0.1], [0.2, -0.3, 0.0], [-0.6, 0.3, 0.3], [0.3, -0.2, -0.4], [-0.2, 0.1, 0.4], [1.5, 0.7, -0.6], [0.2, 0.1, 1.0], [0.0, 0.0, 0.0], [0.0, 0.0, 0.0], [0.0, 0.1, 0.0], [0.0, 0.0, 0.0], [0.0, 0.0, -0.1], [0.0, 0.0, 0.1], [0.1, 0.1, 0.1], [0.1, -0.1, -0.2], [0.0, 0.0, 0.1], [0.0, 0.0, 0.0], [0.0, 0.0, 0.0], [0.0, 0.0, 0.0], [-0.1, 0.0, 0.0], [-0.1, 0.0, 0.0], [0.1, 0.0, 0.0], [0.0, 0.0, 0.0], [0.1, -0.1, 0.1], [-0.1, 0.1, 0.0], [0.0, 0.1, 0.0], [0.0, 0.0, 0.0], [0.0, 0.0, 0.0], [0.0, 0.0, 0.0], [0.0, 0.0, 0.0], [0.1, 0.1, 0.1], [0.1, -0.1, 0.0], [0.0, 0.0, 0.0], [0.0, 0.0, 0.0], [0.0, 0.0, 0.0], [-0.2, -0.2, 0.1], [0.0, 0.0, 0.0], [0.0, 0.0, 0.0], [0.0, 0.0, 0.0], [0.0, 0.0, 0.0], [0.0, 0.0, 0.0], [0.0, 0.0, 0.1], [0.0, 0.0, 0.0], [0.0, 0.0, 0.0], [0.0, 0.0, 0.0], [0.0, 0.0, 0.0], [0.6, 0.4, -0.3], [-1.3, -1.6, 0.4], [0.4, 0.7, -0.2], [-0.1, 0.6, -0.1], [0.3, -0.2, 0.2], [-0.2, -0.1, 0.1], [-0.2, -0.1, 0.1], [-0.1, -0.1, 0.0], [0.2, -0.1, 0.0], [-0.1, 0.0, 0.0], [-0.1, 0.1, 0.0], [-0.3, -0.2, 0.4], [-0.1, 0.4, 0.0], [0.3, -0.2, -0.2], [-0.2, 0.1, 0.2], [0.2, -0.1, -0.3], [-0.2, 0.1, 0.2], [0.2, -0.2, -0.2], [-0.3, 0.2, 0.4], [0.4, 0.1, 0.1], [-0.3, -0.1, -0.1], [0.2, 0.1, 0.1], [-0.1, 0.0, -0.1], [0.2, 0.0, 0.1], [-0.2, -0.2, -0.2], [0.0, 0.0, 0.0], [0.0, 0.0, 0.1], [0.0, 0.0, 0.0], [0.0, 0.0, 0.0], [0.0, 0.0, -0.1], [0.0, 0.0, 0.0], [0.0, 0.0, 0.0], [0.0, 0.0, 0.0], [0.0, 0.0, 0.0], [0.0, 0.1, 0.0], [0.1, 0.3, 0.1], [-0.2, 0.0, -0.1], [0.0, 0.0, 0.0]]}

***

(4)
{"formula": "C16H22O5", "method": "ωB97M-V/def2-TZVPD", "homo_lumo_gap_ha": 0.136, "multiplicity": 1, "total_charge": 0, "lumo_energy_ev": -2.48, "elements": ["C", "O", "C", "C", "C", "C", "C", "C", "C", "H", "H", "H", "H", "H", "H", "H", "H", "H", "C", "C", "O", "C", "C", "C", "C", "O", "O", "C", "C", "O", "H", "H", "H", "H", "H", "H", "H", "H", "H", "H", "H", "H", "H"], "coordinates": [[-2.5299, 0.0885, -1.8745], [-1.2666, 0.5255, -2.3177], [-0.8135, 1.5848, -1.6095], [0.4553, 2.1394, -1.8119], [0.8956, 3.2712, -1.0907], [2.1417, 3.7991, -1.3207], [2.9832, 3.2212, -2.2619], [2.5732, 2.1030, -2.9764], [1.3301, 1.5668, -2.7591], [-2.7885, -0.8219, -2.4136], [-2.4956, -0.1244, -0.8056], [-3.2807, 0.8524, -2.0767], [-1.4578, 2.0218, -0.8608], [0.2373, 3.7155, -0.3647], [2.4668, 4.6668, -0.7701], [3.9586, 3.6407, -2.4395], [3.2316, 1.6550, -3.7023], [0.9977, 0.6983, -3.3001], [-3.4914, -0.1346, 4.1448], [-2.8065, -0.7374, 2.9388], [-1.5772, -0.1227, 2.6488], [-0.9366, -0.8492, 1.6750], [0.4240, -0.4785, 1.4087], [0.9762, 0.6984, 2.0977], [1.3025, -1.2762, 0.6022], [2.4730, -0.9286, 0.4563], [0.8061, -2.4291, 0.0571], [1.8271, -3.1683, -0.5536], [1.2682, -4.2879, -1.4060], [-1.4949, -1.7783, 1.0979], [-4.4597, -0.5982, 4.3404], [-2.8771, -0.2539, 5.0371], [-3.6481, 0.9334, 4.0026], [-2.5909, -1.8045, 3.0939], [-3.4185, -0.6701, 2.0294], [1.9300, 0.9899, 1.6543], [0.2842, 1.5395, 2.0291], [1.1418, 0.4763, 3.1530], [2.4307, -2.4594, -1.1374], [2.4642, -3.5454, 0.2577], [2.0537, -4.9159, -1.8292], [0.6044, -4.9218, -0.8167], [0.6764, -3.8813, -2.2263]], "forces_ev_per_a": [[-1.3, -0.6, 0.5], [1.8, 2.7, 1.2], [-0.2, -2.0, -0.6], [0.6, -0.1, -0.6], [-0.5, -0.3, 0.0], [0.1, 0.1, 0.0], [-0.1, 0.0, 0.0], [0.1, 0.0, -0.1], [-0.2, -0.1, 0.0], [0.2, 0.1, 0.0], [0.0, -0.2, 0.0], [0.0, 0.0, -0.1], [-0.4, -0.1, 0.1], [-0.1, 0.1, 0.2], [0.0, 0.1, 0.1], [0.2, 0.1, 0.0], [0.1, -0.1, -0.1], [0.0, -0.2, -0.1], [0.4, 0.4, 0.0], [-1.0, -0.8, 0.1], [0.6, 0.2, 0.0], [1.1, -0.9, -1.2], [-1.2, 0.1, -0.5], [0.5, 0.5, 0.1], [-0.2, 0.7, 0.6], [0.1, -0.4, -0.4], [-0.2, 0.8, 0.2], [1.1, -0.3, -0.4], [-0.4, 0.1, 0.2], [-0.6, 0.3, 0.3], [0.1, -0.1, -0.2], [0.0, 0.0, 0.0], [-0.1, 0.1, 0.0], [-0.4, 0.2, 0.0], [-0.2, -0.1, 0.3], [-0.1, 0.0, 0.1], [0.0, 0.1, 0.2], [0.1, 0.2, 0.2], [0.1, -0.5, 0.0], [0.1, -0.2, -0.3], [0.1, 0.1, 0.1], [0.0, 0.0, 0.0], [0.0, 0.0, -0.1]]}

***

(5)
{"formula": "C13H12N3NiSe2Te2", "method": "ωB97M-V/def2-TZVPD", "s_squared": 2.049, "homo_lumo_gap_ha": [0.211, 0.227], "multiplicity": 3, "total_charge": -1, "lumo_energy_ev": [2.27, 1.94], "elements": ["Ni", "Se", "Te", "Te", "Se", "N", "C", "C", "C", "N", "C", "C", "H", "H", "H", "H", "H", "H", "C", "C", "C", "C", "C", "C", "C", "C", "N", "H", "H", "H", "H", "H", "H"], "coordinates": [[2.2420, -0.4124, 1.4884], [3.0255, -3.7385, -0.8570], [4.0022, -1.9741, 0.5346], [2.9863, -2.3750, 3.1335], [2.9253, 0.0744, 3.7439], [-3.6149, -1.4223, -0.1769], [-2.2964, -1.3556, 0.2289], [-1.2578, -1.7321, -0.6183], [0.0499, -1.5943, -0.1975], [0.3752, -1.1275, 1.0194], [-0.6255, -0.8126, 1.8474], [-1.9553, -0.9245, 1.5147], [-3.7533, -1.3515, -1.1726], [-4.2440, -0.8186, 0.3251], [-1.4646, -2.0927, -1.6208], [0.8786, -1.8735, -0.8391], [-0.3209, -0.4420, 2.8211], [-2.7194, -0.6381, 2.2285], [2.6783, 1.4258, 0.4964], [1.4745, 1.6197, -0.2669], [1.3429, 1.1101, -1.5876], [0.1452, 1.1349, -2.2619], [-0.9966, 1.6907, -1.6793], [-0.8849, 2.2458, -0.4023], [0.3152, 2.2284, 0.2775], [-2.2827, 1.6079, -2.3500], [-3.3149, 1.5167, -2.8585], [2.8523, 2.1191, 1.3079], [3.5528, 1.2398, -0.1088], [2.2043, 0.6439, -2.0525], [0.0717, 0.7023, -3.2542], [-1.7646, 2.6814, 0.0587], [0.3736, 2.6447, 1.2782]], "forces_ev_per_a": [[-0.1, 0.7, 0.0], [0.0, 0.1, 0.1], [0.3, -0.5, -0.2], [0.2, -0.3, 0.2], [0.0, -0.1, 0.2], [0.0, 0.0, 0.0], [0.0, 0.1, 0.1], [0.1, 0.0, -0.1], [0.0, 0.0, 0.2], [-0.1, 0.2, -0.5], [0.1, -0.1, 0.1], [0.0, 0.0, 0.0], [0.0, 0.0, -0.1], [0.0, 0.0, 0.1], [0.0, 0.0, 0.1], [0.0, 0.0, 0.0], [0.0, 0.0, 0.0], [0.0, 0.0, 0.0], [-0.6, -0.3, -0.1], [-0.1, 0.0, -0.2], [0.0, 0.0, 0.2], [0.1, -0.1, -0.2], [-0.7, -0.1, -0.4], [0.0, 0.1, 0.2], [0.0, -0.1, -0.1], [0.7, 0.1, 0.4], [0.1, 0.0, 0.0], [0.0, 0.1, 0.1], [0.3, 0.0, -0.1], [0.0, 0.0, 0.0], [0.0, 0.0, 0.0], [0.0, 0.0, 0.0], [0.0, 0.0, 0.0]]}

***

(6)
{"formula": "I4V", "method": "ωB97M-V/def2-TZVPD", "s_squared": 2.064, "homo_lumo_gap_ha": [0.263, 0.305], "multiplicity": 3, "total_charge": -1, "lumo_energy_ev": [1.49, 2.65], "elements": ["V", "I", "I", "I", "I"], "coordinates": [[-0.1711, 0.0972, -0.0349], [-1.4059, 2.3616, 0.4926], [2.6238, 0.5974, -0.1284], [-0.7367, -1.1181, -2.3006], [-0.3101, -1.9381, 1.9712]], "forces_ev_per_a": [[1.2, -0.8, 0.6], [0.2, -0.5, -0.1], [-1.4, -0.2, 0.0], [0.0, 0.3, 0.4], [0.0, 1.1, -0.9]]}

***

(7)
{"formula": "C3H8O4", "method": "ωB97M-V/def2-TZVPD", "homo_lumo_gap_ha": 0.394, "smiles": "COCC(=O)O.O", "multiplicity": 1, "total_charge": 0, "lumo_energy_ev": 0.20, "elements": ["C", "O", "C", "C", "O", "O", "H", "H", "H", "H", "H", "H", "O", "H", "H"], "coordinates": [[-0.6027, -0.1974, 1.5657], [0.6103, 0.5303, 1.4819], [0.9149, 0.6852, 0.0953], [2.3593, 1.1230, 0.0279], [2.8913, 1.6421, -0.9761], [3.0457, 0.7440, 1.1118], [-1.0226, -0.1321, 2.5836], [-0.3645, -1.2526, 1.3503], [-1.3668, 0.1444, 0.8474], [0.6817, -0.2497, -0.4497], [0.2647, 1.4832, -0.3119], [2.3069, 0.5754, 1.7581], [-3.5695, -1.9072, -2.9364], [-3.1201, -1.2216, -2.3920], [-3.0285, -1.9670, -3.7561]], "forces_ev_per_a": [[-0.3, -0.8, 0.7], [-0.8, 0.0, -0.6], [-0.7, 1.0, 0.2], [2.3, 0.5, -3.3], [-1.8, -1.5, 3.1], [-0.9, 0.6, 0.2], [0.4, 0.1, -0.4], [-0.3, 0.2, 0.0], [0.3, 0.1, 0.2], [0.6, 0.3, 0.1], [0.4, -0.3, 0.0], [1.0, -0.3, -0.1], [1.0, 0.6, -0.2], [-0.5, -0.7, -0.6], [-0.6, 0.1, 0.9]]}

***

(8)
{"formula": "CH4N2Si", "method": "ωB97M-V/def2-TZVPD", "homo_lumo_gap_ha": [0.281, 0.321], "multiplicity": 1, "total_charge": 0, "lumo_energy_ev": [-1.65, -0.25], "elements": ["C", "N", "N", "Si", "H", "H", "H", "H"], "coordinates": [[-0.6294, -0.0912, 1.2898], [0.1941, 0.9442, 0.5930], [0.5891, -0.5887, 0.9335], [0.4461, -0.0995, -0.7628], [-0.6925, 0.1751, 2.3752], [-1.4887, -0.4419, 0.7189], [-0.6940, -0.3727, -1.4681], [2.2752, 0.4747, -3.6793]], "forces_ev_per_a": [[-1.4, 1.8, 1.1], [-0.1, -0.1, 0.6], [2.5, -1.0, -1.0], [2.6, 0.5, 0.9], [-0.6, -0.5, -0.9], [-0.6, 0.0, 0.6], [-2.3, -0.8, -1.4], [-0.1, 0.0, 0.1]]}

***

Result set for E_tot: -6793.28276 -16946.93447 -76126.23820 -27182.91850 -204471.61753 -58096.83460 -11429.96177 -11952.15330 eV, one per record in the order listed.